(1)
Computed, not measured: a cluster of 10 separate species, C5H34N3O9 in total in a non-equilibrium geometry, with the ωB97M-V functional and the def2-TZVPD basis.

Structure (XYZ):
```
51
Properties=species:S:1:pos:R:3:forces:R:3
C 1.531 -0.139 -0.915 -0.6 0.9 -0.6
N 0.827 0.208 0.315 0.7 0.0 -1.1
C -0.565 -0.271 0.414 1.7 1.1 0.8
C -0.853 -0.446 1.915 -1.8 -1.9 -1.0
C -1.767 0.559 2.545 0.0 2.3 0.9
N -1.065 1.789 2.927 -0.9 0.3 0.8
C 1.620 1.005 -1.940 0.6 -0.2 -0.2
N 0.451 1.395 -2.780 -1.0 -1.0 1.0
H 1.135 -1.057 -1.361 0.1 -0.1 0.0
H 2.603 -0.223 -0.755 0.1 -0.5 0.6
H 1.425 0.003 1.100 -0.4 -0.1 0.4
H -0.709 -1.168 -0.189 -0.1 -0.2 0.2
H -1.141 0.536 -0.030 -0.8 -0.1 0.0
H -1.332 -1.419 1.944 -0.5 -0.1 0.3
H 0.017 -0.695 2.507 0.5 0.7 0.1
H -2.644 0.948 2.018 0.3 -0.7 -1.3
H -2.337 0.251 3.427 0.8 -0.6 0.3
H -0.613 1.770 3.825 0.3 -0.1 -0.2
H -0.536 2.302 2.248 0.1 -0.4 -0.1
H 1.990 1.861 -1.392 0.1 0.3 -0.3
H 2.381 0.684 -2.655 0.0 0.2 0.0
H 0.727 2.101 -3.445 0.1 -0.1 -0.6
H -0.333 1.844 -2.271 0.3 0.1 0.4
H -0.030 0.471 -3.154 0.5 1.3 -0.2
H -2.553 -2.931 -1.284 -0.3 0.4 -0.2
H -3.412 -2.371 -2.494 -0.1 -0.3 0.1
O -2.607 -2.253 -1.988 0.7 0.0 0.3
H 1.220 -3.911 -0.679 -0.1 -0.3 -0.1
H -0.300 -4.045 -0.925 0.1 -0.1 0.1
O 0.422 -3.410 -0.871 0.0 0.4 -0.2
H -2.950 -2.639 1.194 0.6 0.3 0.4
H -1.388 -3.116 1.101 -0.3 0.4 0.5
O -2.306 -3.262 0.853 -0.3 -1.1 -1.2
H 4.102 2.462 0.919 0.0 0.1 0.0
H 2.847 3.063 0.267 0.0 0.0 0.0
O 3.733 2.726 0.071 -0.2 -0.1 0.0
H -2.524 2.503 -2.687 -0.1 0.1 0.0
H -2.450 2.913 -1.216 0.1 0.1 0.1
O -1.903 2.763 -1.995 -0.2 -0.2 -0.2
H 1.960 -3.612 1.890 -0.1 -0.3 0.6
H 1.099 -2.716 1.110 -0.5 0.1 0.1
O 1.065 -3.250 1.918 0.6 0.3 -0.5
H 0.383 2.180 0.038 0.6 -0.1 -0.1
H 0.148 3.478 0.690 0.1 0.7 -0.2
O 0.550 3.135 -0.118 -0.5 -0.5 0.6
H 2.579 1.515 3.715 0.3 -0.4 0.7
H 1.728 0.255 4.302 0.8 0.2 0.4
O 1.790 0.975 3.673 -0.8 0.2 -1.0
H -1.111 -1.309 -2.895 -0.4 -0.7 0.1
H -0.275 -1.099 -4.240 -0.3 -0.5 0.1
O -0.845 -0.685 -3.583 0.2 0.4 -0.4
```
Forces are in eV/Å.

Calculated values
- Electronic energy: -28628.416 eV
- Energy relative to the best compared isomer or geometry (same formula, charge and spin): 211.28 kJ/mol
- Net charge: +1
- HOMO level: -11.120 eV
- Spin multiplicity: 1
- Largest force on an atom: 2.86 eV Å⁻¹
- Gap between HOMO and LUMO: 8.62 eV

=====

(2)
Computed, not measured: a cluster of 9 separate species, C26H47F3N2O20 in total in a non-equilibrium geometry, with the ωB97M-V functional and the def2-TZVPD basis.

Structure (XYZ):
```
98
Properties=species:S:1:pos:R:3:forces:R:3
C 4.904 5.126 -2.687 0.7 -1.1 0.1
C 6.169 4.213 -2.882 0.4 0.8 -1.1
O 6.259 3.083 -2.029 0.4 -2.0 1.8
C 7.358 2.247 -1.954 2.7 3.5 -2.6
O 8.410 2.406 -2.637 -4.3 -1.1 2.8
C 7.158 1.199 -0.812 2.0 1.0 -1.2
F 6.884 0.058 -1.423 0.2 -0.9 0.2
F 8.302 1.111 -0.063 -1.2 -0.2 -0.9
F 6.180 1.526 -0.041 -1.1 0.2 1.2
H 4.827 5.648 -1.734 0.1 -0.5 0.3
H 4.033 4.501 -2.885 -0.2 0.2 0.3
H 4.883 5.946 -3.405 0.4 -0.3 -0.4
H 7.101 4.771 -2.789 0.0 0.1 0.0
H 6.139 3.763 -3.874 0.0 0.5 -0.3
C 0.505 -6.892 0.080 -0.1 -0.9 -0.8
O 0.228 -8.269 0.321 -0.1 -0.8 1.4
C 0.439 -8.839 1.571 3.1 4.7 0.9
O 1.042 -8.346 2.548 -1.7 -0.7 -2.6
O 0.019 -10.011 1.456 -2.2 -4.3 0.1
C 0.253 -11.013 2.465 1.3 0.0 0.2
H 1.580 -6.746 0.186 -0.3 0.8 0.9
H -0.280 -6.309 0.562 0.9 0.5 0.5
H 0.351 -6.778 -0.993 -0.2 -0.1 -0.1
H 0.906 -10.598 3.233 -0.2 0.1 0.0
H 0.809 -11.810 1.971 -0.1 0.0 -0.1
H -0.622 -11.466 2.930 -0.4 0.6 -0.4
C -5.423 -6.353 2.844 -0.5 1.1 1.8
O -5.821 -6.830 1.608 -0.1 -0.9 -1.7
C -6.696 -7.837 1.532 -0.1 -1.5 2.2
O -7.027 -8.582 2.461 0.5 1.6 -1.7
O -7.120 -7.929 0.288 0.3 0.7 0.0
C -8.033 -8.960 -0.011 0.3 -1.2 -0.6
H -4.582 -6.794 3.378 0.2 -0.6 -0.7
H -6.271 -6.435 3.523 0.0 0.2 0.2
H -5.180 -5.304 2.671 0.0 0.0 0.1
H -7.514 -9.913 -0.104 0.3 -0.1 0.3
H -8.333 -8.766 -1.040 -0.7 0.3 0.4
H -8.797 -9.109 0.752 -0.2 0.5 -0.3
C -2.455 8.069 -0.511 1.4 2.2 -0.6
O -2.075 6.876 0.073 -0.5 -2.8 -1.1
C -1.727 6.848 1.315 -0.6 0.0 2.3
O -1.692 7.850 1.997 0.5 -0.9 0.3
O -1.557 5.541 1.741 0.1 1.7 -0.2
C -1.391 5.401 3.169 -0.4 0.4 0.4
H -1.510 8.528 -0.801 0.0 0.3 -0.6
H -2.835 8.825 0.176 -0.7 -0.6 0.1
H -3.041 7.898 -1.414 -0.1 -0.2 0.4
H -0.856 6.233 3.626 0.6 -0.2 -0.4
H -0.942 4.429 3.371 0.1 0.2 -0.2
H -2.348 5.463 3.687 -0.3 -0.3 -0.3
C -5.729 -3.828 -3.587 2.9 0.8 0.9
O -6.810 -4.438 -4.124 -2.6 -0.8 -0.9
C -6.642 -5.474 -4.924 2.8 -2.3 -1.5
O -5.558 -6.007 -5.268 -3.0 1.8 1.0
O -7.843 -5.896 -5.302 -0.6 0.9 1.8
C -8.085 -6.727 -6.390 1.0 0.4 -1.7
H -6.001 -3.054 -2.869 -0.5 -0.3 -0.1
H -5.126 -3.342 -4.355 0.1 0.0 -0.1
H -5.108 -4.571 -3.088 0.2 0.1 0.1
H -7.326 -7.499 -6.520 -0.3 -0.4 0.4
H -7.947 -6.078 -7.255 -0.2 -0.1 -0.4
H -9.127 -7.047 -6.389 0.3 -0.2 0.4
C 5.411 6.729 3.718 0.0 -1.8 0.4
O 6.497 6.997 4.638 -0.4 0.8 -1.0
C 7.684 6.365 4.608 -0.8 -1.5 -1.0
O 8.055 5.518 3.808 -0.6 1.7 1.3
O 8.356 6.688 5.703 1.1 1.0 0.9
C 8.033 7.850 6.524 -0.9 0.1 0.2
H 5.645 6.064 2.887 0.8 0.4 -0.1
H 4.881 7.607 3.347 0.5 0.2 0.5
H 4.751 6.082 4.296 -0.5 0.4 0.1
H 8.211 8.828 6.077 0.6 -0.3 -0.6
H 8.565 7.806 7.475 0.4 -0.5 -0.4
H 6.979 7.921 6.793 -0.1 -0.6 -0.2
C -4.235 3.229 -3.531 -1.0 0.9 -1.3
O -3.174 2.566 -4.191 1.5 -0.8 -0.4
C -2.592 3.085 -5.282 0.1 2.1 -0.9
O -2.858 4.175 -5.816 0.5 -2.7 1.4
O -1.592 2.245 -5.692 -1.5 0.0 1.3
C -0.691 2.737 -6.652 0.4 0.8 -0.7
H -4.360 2.945 -2.486 0.6 -0.3 -0.3
H -5.125 2.962 -4.101 -0.3 0.0 0.3
H -4.126 4.307 -3.649 0.1 0.0 0.3
H -1.221 3.388 -7.347 0.2 -0.1 -0.1
H -0.186 1.925 -7.176 -0.5 -0.3 0.1
H 0.110 3.301 -6.174 -0.1 0.2 0.2
C 6.150 1.333 7.615 0.4 0.3 0.4
C 5.159 1.290 6.528 1.9 0.6 1.8
N 4.428 1.286 5.661 -1.2 -0.1 -1.3
H 6.432 0.320 7.904 -0.1 0.2 0.1
H 5.871 1.938 8.478 -1.0 -0.5 0.2
H 7.058 1.907 7.430 0.1 -0.4 -1.2
C 0.809 1.401 -0.681 -0.7 -0.5 0.0
C -0.265 0.659 0.025 0.9 0.2 -0.5
N -1.129 0.109 0.538 -0.2 -0.1 0.2
H 1.169 0.852 -1.550 -0.2 -0.2 0.1
H 1.678 1.578 -0.047 -0.3 0.3 0.1
H 0.308 2.295 -1.053 0.5 0.3 0.1
```
Forces are in eV/Å.

Calculated values
- SMILES: CCOC(=O)C(F)(F)F.COC(=O)OC.COC(=O)OC.COC(=O)OC.COC(=O)OC.COC(=O)OC.COC(=O)OC.CC#N.CC#N
- Electronic energy: -79802.194 eV
- Net charge: 0
- HOMO level: -10.437 eV
- Spin multiplicity: 1
- Largest force on an atom: 5.67 eV Å⁻¹
- Gap between HOMO and LUMO: 10.47 eV

=====

(3)
Computed, not measured: the molecule C6H9N in a non-equilibrium geometry, with the ωB97M-V functional and the def2-TZVPD basis.

Structure (XYZ):
```
16
Properties=species:S:1:pos:R:3:forces:R:3
C 2.381 -0.483 -0.949 0.1 0.1 0.0
C 1.105 -0.124 -0.253 0.0 0.2 -0.3
C 0.895 -0.135 1.198 -0.2 0.0 0.0
C -0.427 0.027 1.400 0.2 -0.1 -0.1
C -1.064 0.037 0.048 -0.1 -0.2 -0.2
C -2.379 0.751 -0.228 0.1 0.0 -0.1
N 0.027 0.129 -0.919 0.5 0.2 0.1
H 2.353 -0.094 -1.968 0.1 -0.1 0.1
H 3.253 -0.084 -0.424 0.0 0.0 -0.1
H 2.492 -1.576 -1.006 -0.1 0.3 0.1
H 1.678 -0.270 1.938 -0.2 0.1 -0.1
H -0.949 0.103 2.350 0.1 -0.1 -0.2
H -2.737 0.441 -1.214 0.0 0.2 0.1
H -3.136 0.448 0.509 0.2 0.1 -0.1
H -2.306 1.843 -0.214 0.1 -0.2 0.0
H -1.186 -1.014 -0.267 -0.9 -0.3 0.8
```
Forces are in eV/Å.

Calculated values
- SMILES: CC1=N[C@H](C)C=C1
- Electronic energy: -7857.079 eV
- Energy relative to the best compared isomer or geometry (same formula, charge and spin): 104.27 kJ/mol
- Net charge: 0
- HOMO level: -9.317 eV
- Spin multiplicity: 1
- Largest force on an atom: 1.23 eV Å⁻¹
- Gap between HOMO and LUMO: 10.23 eV